[1]
C39H77BN2O8S | ωB97M-V/def2-TZVPD

SMILES: CCCCCCCCCCCCc1cc(CCC(=O)O)c2nsnc2c1B(O)OCC.CCOCC.CCOCC.CCOCC.CCOCC
LUMO energy in eV: -1.32

```
128
Properties=species:S:1:pos:R:3:forces:R:3
C 5.093 -0.831 1.923 -0.348 0.239 0.750
O -5.543 1.655 5.516 1.153 0.093 -5.371
H -2.304 -1.736 -1.800 -1.288 0.447 1.003
C 6.675 -1.027 2.151 -0.078 0.761 -0.186
C -5.708 1.172 -6.901 -0.213 0.102 0.009
H -2.887 1.906 0.678 1.625 -0.551 -0.662
C 10.181 -1.041 6.754 -0.006 -0.061 0.151
H 12.492 1.278 0.212 0.044 0.011 0.080
H -4.120 -1.702 -2.086 1.222 0.748 1.240
C -5.138 -1.197 2.402 1.914 -0.437 -2.122
H 12.563 2.359 1.605 -0.086 -0.046 -0.045
C 11.525 -1.782 0.474 0.094 -0.023 0.151
H 2.439 0.234 0.853 0.413 1.653 -0.361
H 6.338 -0.147 6.577 0.154 -0.066 -0.175
H 11.262 2.523 0.406 0.023 -0.037 0.081
H 1.114 1.981 2.112 0.567 0.419 -1.470
H 11.868 -2.415 -0.348 -0.056 0.046 0.054
C 9.540 -0.129 5.724 -0.077 -0.040 0.006
H -0.954 0.141 -1.118 -1.216 1.151 -0.107
H 11.100 -0.086 -0.810 0.085 -0.031 0.018
H -7.287 1.343 -4.724 -0.050 -0.085 -0.063
C 2.728 1.320 0.590 0.665 0.270 0.386
C -5.235 1.661 4.290 -0.574 0.285 3.357
H -5.160 -0.707 -5.967 -0.075 0.013 -0.052
C -1.805 1.624 0.364 -0.142 0.379 0.571
H -3.520 1.451 3.397 -0.420 0.954 0.168
H 4.546 -1.608 2.585 0.764 1.012 -1.473
H 2.404 -4.656 0.034 -1.670 0.529 0.642
H -1.401 3.853 -0.079 0.430 -1.546 0.713
S -3.239 -3.961 4.823 -1.274 2.462 -3.927
H 7.089 -1.743 1.358 -0.442 0.916 1.341
B -1.649 -3.698 0.206 0.065 -1.614 -0.385
H 0.537 -2.470 1.125 -0.089 -0.812 -1.282
H -5.319 -0.084 0.328 0.820 -1.412 1.283
H 11.634 0.161 2.340 0.096 0.004 -0.042
C -6.256 1.142 3.156 -0.544 0.089 0.640
H -10.324 -0.385 -5.932 0.159 0.131 -0.122
H -11.789 2.659 -7.553 -0.001 0.024 -0.102
H 8.609 1.635 7.603 -0.059 -0.033 0.077
C -10.772 0.266 -6.689 0.020 0.014 -0.066
H -3.263 0.522 -2.714 -0.020 -0.340 1.891
C -6.678 0.649 -4.135 0.041 -0.007 -0.064
O 8.127 -0.272 5.640 -0.035 -0.036 -0.152
C -3.605 -1.657 0.121 0.760 -2.162 3.466
H -4.072 0.882 -1.099 1.334 -0.884 -0.591
C -3.187 0.327 -1.573 0.507 -0.366 -1.136
C 0.681 -3.091 0.174 1.779 0.110 -0.414
H 0.762 -5.416 0.366 0.625 1.542 0.273
H -11.164 -1.356 -8.059 -0.025 0.038 0.079
H -6.743 0.990 -3.097 0.219 0.035 -0.090
C -4.754 -0.890 0.923 0.692 -2.071 2.674
H -3.908 0.518 -5.950 -0.074 0.025 0.237
C 11.884 1.807 0.948 0.095 0.026 -0.129
C -2.822 -2.771 0.860 -2.288 2.466 0.519
C -1.777 0.941 -1.094 -0.289 0.724 0.143
H -8.260 -0.797 -3.884 0.104 0.020 -0.004
H -7.189 -1.153 -5.241 -0.088 0.054 0.019
H 10.444 1.438 2.485 -0.135 -0.158 -0.127
C -3.170 -3.074 2.390 -0.804 -0.242 1.996
H 4.988 1.519 0.311 -0.984 -0.005 1.378
H -0.901 3.308 1.604 -0.158 -0.621 -1.771
H 2.254 3.295 1.504 -1.271 -1.374 -0.516
N -2.540 -4.047 3.272 -2.310 2.986 -1.188
H -11.315 1.044 -6.142 -0.079 0.003 -0.053
H 11.005 -2.406 1.206 0.009 0.034 -0.099
C 1.391 -4.482 0.560 0.478 -0.138 0.747
H 1.418 -2.502 -0.501 -1.381 -0.874 1.112
H -6.058 1.586 2.119 0.041 -0.802 1.554
H -1.433 0.891 1.166 -0.502 0.878 -1.178
H 7.286 2.148 6.559 -0.028 -0.076 0.069
C 4.581 0.624 2.405 0.885 0.683 -0.643
C 11.020 0.858 1.759 -0.058 -0.026 -0.089
H 5.472 1.116 2.961 -1.631 -0.820 -0.532
H 9.829 -0.827 7.765 0.078 0.046 -0.020
H -7.311 -0.885 2.769 1.556 1.023 0.647
H -6.282 -0.799 4.293 0.036 0.474 -1.543
H -5.494 2.239 -6.785 0.050 -0.094 -0.022
H -12.196 0.047 -8.320 -0.050 -0.006 0.081
H 6.954 1.597 8.217 0.023 -0.026 -0.085
H 4.337 2.688 1.576 -0.426 -1.347 -0.753
H -10.272 3.494 -7.230 -0.013 -0.028 -0.101
C -10.039 1.736 -8.463 -0.050 0.017 0.004
H 9.745 -1.163 -0.537 -0.060 0.172 0.164
C -7.219 -0.766 -4.221 0.002 -0.133 -0.098
H 4.809 -0.933 0.808 0.456 -0.175 1.813
C 1.626 2.381 1.168 0.991 -0.095 -0.710
C 10.602 -0.694 -0.046 0.035 0.014 0.038
C -10.831 2.944 -7.993 -0.097 0.027 0.149
C 4.228 1.624 1.168 -0.331 -0.824 0.502
H 1.626 -4.430 1.691 -0.382 -0.301 -1.788
C -3.277 -1.289 -1.402 -0.877 0.781 0.466
O -1.782 -5.134 0.431 -0.774 2.873 -0.559
C 7.572 1.428 7.331 0.125 0.125 -0.026
H -12.496 -1.007 -6.936 0.098 0.036 -0.040
C -4.313 -2.310 3.189 1.148 -0.904 -0.447
H 9.802 0.919 5.904 0.032 0.000 0.095
H -9.099 2.080 -8.902 0.025 -0.177 0.161
H -2.713 -5.298 0.719 1.237 0.098 -0.021
H -6.792 1.049 -6.841 0.031 -0.073 -0.083
H 7.196 0.000 2.017 -0.715 -1.750 0.069
H 9.945 -2.087 6.539 0.036 0.078 -0.030
O -3.955 2.186 3.902 -1.792 -2.067 0.046
H 6.934 -1.375 3.225 -0.531 0.463 -1.868
H 3.657 0.567 3.087 1.444 0.072 -0.920
H 9.935 -0.379 4.736 -0.250 0.012 0.000
H 0.736 2.179 -0.925 -0.467 0.773 1.388
O -0.548 -3.220 -0.591 -1.076 -0.693 2.258
C -11.711 -0.558 -7.551 -0.077 -0.015 -0.137
H 7.637 -0.724 7.601 0.043 0.061 0.055
H -5.391 0.857 -7.899 0.011 0.020 0.088
H 2.817 1.360 -0.552 -0.486 0.160 1.591
H 12.407 -1.367 0.967 0.012 -0.021 -0.100
C -0.935 2.968 0.494 0.481 0.167 0.033
H -6.629 -1.442 -3.596 -0.051 0.058 0.008
H -11.035 3.615 -8.831 0.048 -0.056 0.059
C 0.592 2.833 0.003 0.337 0.958 0.540
H -7.303 1.520 3.481 1.848 -0.529 -0.388
O 10.073 0.142 0.975 -0.125 0.038 0.073
C -4.985 0.367 -5.837 -0.036 0.010 -0.070
H -10.571 1.200 -9.256 -0.074 0.039 0.023
O -5.309 0.758 -4.509 0.098 0.040 0.185
N -4.440 -2.747 4.554 1.776 0.093 -3.832
O -9.691 0.841 -7.415 0.185 -0.053 0.104
H -1.509 1.777 -1.853 -0.309 -1.425 1.231
C 7.391 0.008 6.824 0.044 0.019 0.009
H 0.925 3.900 -0.311 -0.535 -1.793 0.382
C -6.321 -0.462 3.201 0.385 -0.730 -0.678
H 11.268 -0.918 6.746 -0.102 -0.013 -0.028
```
Positions in Å, forces in eV/Å.

---

[2]
C7H13FN2O2Sr | ωB97M-V/def2-TZVPD

LUMO energy in eV: -8.92
Net charge: +2

```
26
Properties=species:S:1:pos:R:3:forces:R:3
H 2.980 0.052 1.366 0.347 -0.072 0.454
H 2.293 1.679 1.379 0.109 0.455 0.173
H -1.849 1.810 0.850 0.256 0.358 -0.243
C 2.193 0.684 0.984 0.508 -0.478 -0.237
H 2.744 1.532 -0.871 0.382 0.220 -0.395
H -1.805 -1.059 -1.638 0.170 -0.360 -0.232
C -2.596 1.023 0.868 0.699 -0.182 0.879
O 1.349 -2.241 -0.052 -0.288 0.307 -0.484
C -1.433 -0.242 -1.038 -1.007 0.017 0.928
F 0.288 1.856 -0.568 -0.674 0.716 0.383
H -1.668 0.674 -1.546 0.242 0.475 -0.322
N -2.088 -1.311 1.049 0.678 -0.290 1.163
C 2.242 0.637 -0.549 -1.006 0.072 0.696
H -3.397 1.366 0.235 -0.487 0.164 -0.238
H -1.726 -2.108 0.528 -0.283 -0.380 -0.150
N -0.036 -0.363 -0.652 1.347 -0.867 0.686
H -2.940 0.878 1.883 -0.502 0.122 0.308
C -2.064 -0.252 0.353 -1.158 0.141 -2.105
H 1.254 0.290 1.381 2.391 1.000 -1.972
C 0.836 0.723 -1.092 0.765 -0.043 -0.343
Sr -0.134 -0.312 2.362 -2.955 -0.749 2.037
O 0.320 -2.243 -2.005 0.017 0.957 1.211
H 2.749 -0.234 -0.920 0.350 -0.310 -0.155
H 0.848 0.817 -2.167 -0.200 0.013 -0.494
H 1.117 -1.989 0.836 0.258 -0.014 0.328
C 0.521 -1.666 -0.975 0.042 -1.275 -1.874
```
Positions in Å, forces in eV/Å.

---

[3]
C16H17NO | ωB97M-V/def2-TZVPD

SMILES: Cc1c[nH]c2ccccc12.Cc1ccc(O)cc1
LUMO energy in eV: 0.60

```
35
Properties=species:S:1:pos:R:3:forces:R:3
N -0.337 1.519 1.283 1.683 2.123 -1.125
C -0.929 0.601 2.036 5.729 -3.757 1.445
C -2.251 -1.768 -2.104 -3.159 -3.756 -0.845
C -0.816 0.645 -2.201 -1.610 -8.204 0.364
H 1.769 2.719 -0.237 0.543 -0.072 0.543
H 0.532 -2.443 2.940 -0.195 1.040 0.084
C -2.107 0.544 -2.606 -3.090 -0.435 -0.326
H 0.274 -3.377 -2.661 -0.425 -0.037 1.114
C -0.261 -0.643 -1.747 -4.317 0.545 -2.699
H 0.145 -1.230 4.369 0.204 -1.267 -1.954
H -0.710 -3.960 -1.180 1.266 1.611 -1.251
C 2.053 2.020 0.562 0.680 -0.008 0.294
H 0.823 -3.211 -1.057 1.143 1.506 1.223
C -0.049 -3.049 -1.618 -2.544 -6.115 -1.504
H -0.439 1.482 -1.909 2.754 5.144 1.260
H -3.862 -0.570 -2.965 -1.530 -0.211 -0.171
C 2.668 -0.132 2.286 1.263 -2.228 -0.048
C 1.362 0.242 2.017 -1.857 -1.030 1.913
C 1.084 1.373 1.297 -2.701 0.403 -0.935
H -2.871 -2.728 -1.997 0.623 1.352 -0.368
C -0.038 -1.529 3.229 -2.513 -1.606 4.538
H 2.899 -1.145 2.676 -0.426 0.861 0.395
H -1.893 0.626 2.288 -3.695 0.028 0.609
H 0.696 -0.659 -1.478 3.891 0.120 1.329
O -2.966 1.582 -2.867 -2.672 -4.885 0.659
C -2.888 -0.645 -2.609 4.081 0.318 1.178
H -2.587 2.352 -3.005 3.208 5.844 -1.022
H -1.156 -1.822 3.311 1.705 0.186 -0.404
H 4.130 2.146 0.387 0.855 0.514 -0.483
C 0.080 -0.302 2.528 -0.219 3.489 -3.590
H 4.792 0.327 1.980 -1.083 0.211 -0.321
C -0.926 -1.939 -1.829 2.411 7.232 1.135
H -0.832 2.357 1.014 0.387 -0.069 -0.128
C 3.727 0.576 1.776 -0.644 1.242 -0.773
C 3.353 1.643 0.896 0.252 -0.091 -0.137
```
Positions in Å, forces in eV/Å.